No. 1
# C7H8

One molecule with the formula C7H8 at a distorted geometry (the ωB97M-V functional and the def2-TZVPD basis, the Open Molecules 2025 dataset).

Structure (ORCA input):
```
! wB97M-V def2-TZVPD RIJCOSX def2/J DEFGRID3
* xyz 0 1
C -0.407 0.021 2.542
C -1.440 -0.365 1.709
C 0.425 0.233 -0.999
C -0.674 -0.851 -0.816
C 0.580 0.964 0.325
C -0.580 -1.183 0.715
C 0.282 -0.099 1.311
H -0.079 0.715 3.267
H 1.333 -0.104 -1.448
H 0.034 0.883 -1.825
H -1.677 -0.469 -1.083
H -0.449 -1.722 -1.561
H 1.570 1.360 0.513
H -0.116 1.691 0.487
H -0.430 -2.310 0.730
*
```

Computed properties:
HOMO-LUMO gap = 0.3435 Ha
Energy above the lowest of the compared OMol25 structures with the same formula, charge and spin = 117.7 kcal per mole

No. 2
# C6H14P

An isolated ion of composition C6H14P and charge +1 at a distorted geometry (the ωB97M-V functional and the def2-TZVPD basis, the Open Molecules 2025 dataset).

Structure (ORCA input):
```
! wB97M-V def2-TZVPD RIJCOSX def2/J DEFGRID3
* xyz 1 3
C -1.713 -0.448 1.501
C 0.442 -0.677 -0.772
C 0.183 -0.543 -2.247
C -0.865 1.928 -0.281
C 0.854 0.935 1.735
C 1.159 -1.893 -0.259
P -0.413 0.324 0.565
H -1.570 -1.259 2.126
H -2.720 -0.270 1.237
H -0.345 0.386 -2.413
H -0.194 -1.442 -2.764
H 1.119 -0.433 -2.736
H -0.560 2.141 -1.370
H -0.587 2.785 0.409
H -1.956 1.810 -0.241
H 0.313 1.501 2.418
H 1.631 1.354 1.136
H 1.208 0.209 2.478
H 2.117 -1.915 -0.681
H 0.764 -2.827 -0.619
H 1.133 -1.665 0.779
*
```

Computed properties:
HOMO-LUMO gap (spin up / spin down) = 0.3610 / 0.3606 Ha
Energy above the lowest of the compared OMol25 structures with the same formula, charge and spin = 0.0 kcal per mole

No. 3
# C5H14N2O

A 2-piece molecular cluster, C5H14N2O overall at a distorted geometry (the ωB97M-V functional and the def2-TZVPD basis, the Open Molecules 2025 dataset).

Structure (ORCA input):
```
! wB97M-V def2-TZVPD RIJCOSX def2/J DEFGRID3
* xyz 1 2
C 0.264 -1.230 -2.561
C -0.042 -0.065 -1.675
C 0.663 -0.267 -0.258
C 1.672 0.971 0.054
C 1.632 0.672 2.534
N 2.021 1.351 1.484
N -1.481 -0.057 -1.368
H 0.184 -2.134 -1.984
H 1.294 -1.135 -2.814
H -0.369 -1.340 -3.533
H 0.332 1.014 -1.988
H -0.008 -0.434 0.503
H 1.359 -1.194 -0.364
H 2.749 0.538 -0.235
H 1.152 1.871 -0.346
H 1.133 -0.335 2.653
H 1.903 0.949 3.510
H -1.599 -0.117 -0.379
H -1.980 -0.568 -1.975
H -3.368 -0.414 2.545
H -3.696 -0.076 1.213
O -3.501 -0.771 1.727
*
```

Computed properties:
HOMO-LUMO gap (spin up / spin down) = 0.3685 / 0.1633 Ha
Energy above the lowest of the compared OMol25 structures with the same formula, charge and spin = 102.6 kcal per mole

No. 4
# C56H66BrCl2FN6O18PS

A 6-piece molecular cluster, C56H66BrCl2FN6O18PS overall at a distorted geometry (the ωB97M-V functional and the def2-TZVPD basis, the Open Molecules 2025 dataset).

Structure (ORCA input):
```
! wB97M-V def2-TZVPD RIJCOSX def2/J DEFGRID3
* xyz 1 1
C 12.557 3.600 -1.040
O 12.160 2.329 -1.718
C 10.812 2.035 -1.178
C 10.342 0.506 -1.566
C 9.095 0.125 -0.533
C 8.481 -1.309 -1.074
C 6.847 -1.206 -0.924
C 6.329 -2.513 -0.023
C 4.688 -2.557 -0.221
C 3.862 -2.786 1.198
C 2.404 -3.417 0.791
C 1.236 -2.329 1.263
C 1.043 -1.099 0.198
C -0.480 -0.492 0.302
C -1.542 -1.172 -0.801
C -1.135 -2.366 -1.859
O -1.112 -3.617 -1.382
O -0.793 -2.172 -3.278
C 0.322 -1.231 -3.462
C 0.091 -0.423 -4.883
O 0.740 -0.836 -5.979
O -0.877 0.714 -4.848
C -3.069 -0.584 -0.730
C -4.172 -1.265 -1.768
C -4.377 -0.410 -3.163
C -3.766 1.111 -3.129
Br -3.717 -1.438 -4.792
C -3.463 0.641 0.344
P -5.300 1.123 0.184
O -6.124 0.162 1.180
N -2.432 1.231 1.334
C -2.939 2.350 2.227
Cl -4.278 1.815 3.436
C -3.358 3.731 1.376
C -4.542 4.554 2.207
Cl -1.863 4.888 1.386
C -0.974 0.693 1.378
S 0.283 1.372 2.647
O 1.564 0.556 2.816
O 0.555 2.883 2.293
F -0.542 1.211 4.186
H 11.539 4.146 -0.742
H 13.202 4.229 -1.789
H 13.146 3.312 -0.048
H 10.811 2.120 0.012
H 9.984 2.782 -1.594
H 9.893 0.431 -2.657
H 11.203 -0.293 -1.368
H 8.321 1.018 -0.643
H 9.452 0.003 0.589
H 8.725 -1.487 -2.224
H 8.891 -2.199 -0.397
H 6.532 -0.259 -0.304
H 6.269 -1.144 -1.956
H 6.649 -2.405 1.106
H 6.790 -3.516 -0.464
H 4.375 -3.362 -1.032
H 4.341 -1.498 -0.629
H 3.733 -1.772 1.810
H 4.377 -3.549 1.926
H 2.312 -3.732 -0.334
H 2.246 -4.401 1.436
H 0.218 -2.952 1.236
H 1.381 -2.009 2.378
H 1.318 -1.539 -0.873
H 1.821 -0.204 0.345
H 1.348 -1.832 -3.545
H 0.473 -0.460 -2.594
H -0.546 1.387 -4.177
H -3.900 -2.363 -2.091
H -5.261 -1.351 -1.285
H -5.551 -0.295 -3.347
H -2.631 1.186 -2.840
H -3.839 1.521 -4.248
H -4.457 1.853 -2.499
H -5.876 0.849 -1.140
H -5.647 2.472 0.497
H -2.111 2.795 2.964
H -3.655 3.502 0.263
H -5.594 4.039 2.139
H -4.275 4.670 3.362
H -4.651 5.676 1.813
C -8.259 6.538 6.997
C -9.206 5.621 6.538
C -9.116 5.111 5.241
C -8.065 5.525 4.410
C -7.117 6.450 4.866
C -7.219 6.955 6.163
N -7.951 4.973 3.055
O -8.820 4.171 2.682
O -6.989 5.337 2.362
H -8.330 6.928 8.010
H -10.014 5.302 7.192
H -9.862 4.398 4.898
H -6.300 6.783 4.230
H -6.487 7.672 6.527
C -1.106 -7.279 -5.063
C -0.166 -8.294 -5.246
C 1.076 -8.221 -4.613
C 1.367 -7.124 -3.791
C 0.428 -6.099 -3.611
C -0.810 -6.182 -4.252
N 2.661 -7.053 -3.103
O 3.472 -7.970 -3.303
O 2.868 -6.084 -2.359
H -2.075 -7.343 -5.554
H -0.403 -9.145 -5.881
H 1.798 -9.021 -4.767
H 0.642 -5.239 -2.980
H -1.546 -5.393 -4.116
C -1.349 -2.747 -7.229
C -2.296 -3.663 -7.688
C -2.206 -4.173 -8.985
C -1.155 -3.760 -9.816
C -0.207 -2.834 -9.360
C -0.309 -2.329 -8.063
N -1.041 -4.311 -11.171
O -1.910 -5.113 -11.544
O -0.079 -3.947 -11.863
H -1.420 -2.356 -6.216
H -3.104 -3.983 -7.033
H -2.952 -4.886 -9.328
H 0.610 -2.501 -9.996
H 0.423 -1.612 -7.699
C 1.889 6.224 4.645
C 2.992 7.074 4.740
C 4.238 6.660 4.265
C 4.368 5.387 3.691
C 3.264 4.529 3.602
C 2.024 4.954 4.082
N 5.669 4.955 3.168
O 6.626 5.736 3.282
O 5.736 3.837 2.637
H 0.919 6.554 5.011
H 2.880 8.062 5.181
H 5.088 7.334 4.346
H 3.351 3.537 3.163
H 1.160 4.296 4.015
C -5.412 -0.808 5.149
C -6.353 -1.685 5.691
C -6.138 -2.253 6.948
C -4.973 -1.930 7.659
C -4.024 -1.056 7.114
C -4.249 -0.496 5.855
N -4.753 -2.504 8.992
O -5.607 -3.288 9.432
O -3.728 -2.169 9.603
H -5.588 -0.363 4.171
H -7.257 -1.923 5.135
H -6.880 -2.934 7.357
H -3.113 -0.801 7.653
H -3.519 0.186 5.424
*
```

Computed properties:
HOMO-LUMO gap = 0.1459 Ha

Respective E_tot values: -7383.64324; -15727.40487; -10427.73389; -222822.23102 eV.